No. 1
Entry from the OMol25 dataset: one molecule with the formula C24H29ClN2O2 (ωB97M-V/def2-TZVPD).

Last column: Mulliken charge in e.
Positions of all 58 atoms, in Å:
Cl  -5.830  0.469  -2.327  -0.261
O  3.210  -0.016  -0.976  -0.169
O  2.613  3.627  -1.730  -0.550
N  -1.152  1.948  1.394  0.146
N  -3.905  0.635  0.202  0.049
C  3.609  -2.417  -0.786  -0.296
C  -3.024  -0.956  1.512  0.731
C  1.217  1.524  1.074  -1.830
C  -2.283  -1.679  2.585  -1.836
C  -0.134  0.916  1.439  -0.367
C  1.219  2.135  -0.331  2.193
C  -4.964  -3.172  -0.857  -0.639
C  -3.824  -1.585  0.510  1.120
C  -4.361  -0.547  -0.290  -1.098
C  -5.492  -2.145  -1.646  -0.465
C  1.841  -0.234  -1.242  -0.820
C  5.363  -0.793  -0.526  -0.396
C  -3.100  0.396  1.293  0.694
C  0.024  3.102  -0.410  -1.709
C  -4.137  -2.912  0.211  -0.749
C  6.271  -1.806  -0.302  -0.506
C  4.532  -3.426  -0.558  -0.656
C  5.860  -3.130  -0.316  -0.496
C  4.021  -1.089  -0.772  0.529
C  2.531  2.936  -0.508  -1.091
C  -2.419  1.536  1.986  -2.011
C  1.134  1.101  -1.473  -1.388
C  -5.192  -0.831  -1.365  0.457
C  -1.286  2.461  0.046  -0.418
H  1.425  2.321  1.792  0.524
H  1.927  4.303  -1.750  0.397
H  -0.377  0.079  0.764  0.157
H  3.373  2.243  -0.508  0.304
H  6.571  -3.923  -0.140  0.376
H  -6.137  -2.382  -2.477  0.437
H  5.666  0.242  -0.521  0.396
H  -0.087  0.527  2.459  0.451
H  -5.219  -4.191  -1.105  0.373
H  -2.069  3.226  0.045  0.441
H  2.647  3.634  0.334  0.441
H  -2.217  1.265  3.025  0.570
H  0.093  0.865  -1.695  0.405
H  7.306  -1.562  -0.115  0.376
H  -3.735  -3.717  0.808  0.412
H  0.225  3.956  0.241  0.357
H  -3.078  2.411  1.984  0.476
H  4.201  -4.454  -0.572  0.350
H  -0.107  3.461  -1.434  0.489
H  -2.918  -2.448  3.021  0.556
H  1.570  1.569  -2.359  0.513
H  2.006  0.780  1.169  0.375
H  2.580  -2.679  -0.974  0.373
H  1.379  -0.778  -0.407  0.487
H  -1.582  1.671  -0.667  0.275
H  -1.395  -2.167  2.182  0.273
H  1.730  -0.844  -2.150  0.602
H  -1.972  -0.997  3.372  0.330
H  -4.149  1.542  -0.159  0.314

Cartesian forces, eV/Å:
Cl 0.02 0.04 0.03
O 0.21 0.10 0.00
O -0.10 0.29 -0.42
N -0.03 0.10 0.03
N -0.15 0.34 -0.16
C -0.32 0.22 -0.08
C 0.05 0.32 0.14
C -0.12 -0.10 -0.16
C -0.03 0.11 -0.16
C 0.28 0.10 0.13
C 0.23 0.21 -0.05
C -0.03 -0.16 -0.02
C -0.23 0.29 -0.37
C 0.00 -0.51 0.01
C 0.00 0.15 -0.02
C -0.52 -0.04 -0.19
C -0.18 0.10 -0.05
C 0.13 -0.27 0.28
C -0.03 -0.23 -0.01
C 0.03 0.09 0.04
C -0.02 0.05 0.00
C 0.15 -0.06 0.03
C 0.03 -0.18 0.01
C 0.22 -0.11 0.08
C -0.09 -0.27 0.45
C 0.07 -0.02 -0.02
C 0.31 -0.22 0.22
C -0.05 -0.09 -0.05
C 0.14 0.20 -0.13
H 0.04 0.01 0.06
H 0.08 -0.01 -0.01
H -0.02 -0.05 0.06
H -0.06 0.09 0.11
H 0.06 -0.07 0.01
H -0.06 0.03 -0.09
H 0.04 0.13 0.00
H -0.02 -0.09 -0.03
H -0.02 -0.09 -0.01
H -0.04 -0.06 -0.05
H -0.05 -0.08 0.00
H -0.11 0.02 -0.04
H -0.02 -0.05 -0.08
H 0.08 0.03 0.01
H 0.04 -0.12 0.06
H 0.01 0.10 0.00
H 0.00 -0.05 0.09
H -0.03 -0.07 0.00
H 0.02 0.06 -0.05
H 0.01 -0.06 0.12
H -0.14 -0.02 -0.06
H 0.09 -0.06 0.03
H -0.09 0.02 -0.02
H 0.08 0.00 -0.07
H -0.04 0.07 0.05
H 0.10 -0.06 0.06
H 0.03 0.01 0.16
H 0.06 -0.02 0.11
H 0.01 -0.07 0.01

## Properties
**Gap between HOMO and LUMO**: 8.53 eV
**Energy relative to the best compared isomer or geometry (same formula, charge and spin)**: 10.3 kJ/mol

***

No. 2
Entry from the OMol25 dataset: one molecule with the formula C24H29N3O3 (ωB97M-V/def2-TZVPD).

Last column: Mulliken charge in e.
Positions of all 59 atoms, in Å:
O  0.164  0.566  -2.641  -0.516
O  3.735  0.353  2.583  -0.725
O  -1.140  2.179  -3.393  -0.603
N  1.970  -1.107  2.369  0.272
N  0.657  -0.024  0.887  0.414
N  -0.957  1.055  -2.884  0.883
C  0.607  -2.511  0.886  -1.562
C  5.099  1.234  -0.540  -0.383
C  -5.138  0.041  -1.314  -0.404
C  -3.953  -0.586  -0.891  -0.472
C  2.604  0.989  -0.282  -0.631
C  -0.439  -1.232  2.799  -1.589
C  0.667  -1.233  1.730  0.229
C  -2.270  0.192  -2.601  0.364
C  -1.478  -0.345  -0.239  -0.621
C  2.480  -2.075  3.316  -1.005
C  5.053  3.723  0.745  -0.681
C  3.855  3.041  0.499  -0.180
C  -6.436  -1.931  -0.794  -0.414
C  -4.029  -1.912  -0.442  -0.186
C  -2.621  0.161  -1.102  0.934
C  3.885  1.780  -0.110  0.577
C  2.658  0.040  2.082  0.222
C  6.275  3.157  0.357  -0.436
C  -5.273  -2.551  -0.325  -0.762
C  1.846  0.804  1.033  -0.032
C  -0.348  0.363  0.036  -0.374
C  -6.356  -0.636  -1.318  -0.730
C  -3.259  0.843  -3.557  -1.664
C  6.293  1.913  -0.287  -0.564
H  -1.422  -1.008  2.379  0.286
H  2.889  3.467  0.790  0.325
H  -2.003  -0.826  -2.914  0.344
H  -0.268  -2.525  0.232  0.356
H  1.834  -2.143  4.202  0.304
H  -3.113  -2.449  -0.172  0.394
H  -3.614  1.802  -3.158  0.354
H  -0.472  -2.221  3.274  0.432
H  7.210  3.680  0.563  0.360
H  -5.102  1.079  -1.650  0.440
H  -5.309  -3.558  0.097  0.376
H  -0.194  -0.480  3.561  0.407
H  -0.197  1.391  -0.322  0.790
H  2.834  -0.011  -0.694  0.259
H  -7.386  -2.465  -0.761  0.373
H  5.081  0.272  -1.061  0.331
H  -1.712  -1.219  0.366  -0.242
H  1.932  1.497  -0.992  0.466
H  1.555  1.780  1.461  0.285
H  -2.807  1.031  -4.541  0.469
H  3.485  -1.765  3.610  0.372
H  1.515  -2.577  0.271  0.344
H  7.234  1.464  -0.603  0.362
H  2.526  -3.078  2.874  0.307
H  0.561  -3.376  1.558  0.486
H  -7.236  -0.162  -1.752  0.373
H  5.023  4.692  1.247  0.357
H  -2.846  1.204  -0.781  0.501
H  -4.144  0.213  -3.684  0.428

Cartesian forces, eV/Å:
O -2.30 0.95 -0.68
O -1.19 -0.18 -0.66
O 0.84 -2.01 1.39
N 0.38 0.29 -0.06
N 0.00 -0.05 0.05
N 1.00 0.34 -0.27
C 0.29 -0.14 0.03
C -0.12 0.36 0.31
C -0.07 -0.10 0.26
C 0.10 -0.34 -0.62
C 0.20 0.03 -0.28
C 0.19 0.10 0.13
C -0.15 0.12 -0.38
C 0.79 0.54 -1.03
C 0.00 0.49 0.59
C -0.22 -0.24 0.07
C -0.19 -0.22 -0.16
C 0.49 -0.15 -0.07
C 0.36 -0.01 0.03
C -0.16 0.27 0.08
C 0.00 0.98 0.78
C -0.06 0.04 -0.09
C 0.63 -0.17 0.46
C -0.25 -0.22 0.00
C 0.18 0.12 -0.24
C -0.18 0.07 0.58
C -0.95 -0.39 0.60
C 0.18 -0.19 0.14
C -0.76 -0.11 -0.04
C -0.21 0.15 -0.07
H 0.18 -0.06 0.06
H 0.45 -0.06 -0.03
H 0.14 0.31 0.01
H 0.25 -0.04 0.15
H 0.18 0.11 -0.08
H -0.48 0.16 -0.04
H 0.23 -0.21 -0.17
H -0.09 0.26 -0.01
H -0.28 -0.15 -0.07
H -0.02 -0.35 0.07
H -0.06 0.30 -0.20
H -0.17 -0.14 -0.16
H -0.08 -0.64 -0.18
H -0.16 0.40 0.10
H 0.25 0.20 -0.01
H 0.16 0.31 0.27
H 0.32 0.17 -0.48
H 0.22 -0.22 0.11
H 0.30 -0.21 -0.13
H -0.20 -0.21 0.43
H -0.21 0.01 -0.04
H -0.28 -0.02 0.10
H -0.17 0.19 0.10
H 0.06 0.21 -0.03
H 0.03 0.08 -0.25
H 0.16 -0.05 0.27
H 0.08 -0.28 -0.18
H 0.14 -0.33 -0.42
H 0.22 -0.06 -0.01

## Properties
**Gap between HOMO and LUMO**: 8.04 eV
**Energy relative to the best compared isomer or geometry (same formula, charge and spin)**: 588.4 kJ/mol

***

No. 3
Entry from the OMol25 dataset: one molecule with the formula C24H29N3O3 (ωB97M-V/def2-TZVPD).

Last column: Mulliken charge in e.
Positions of all 59 atoms, in Å:
O  2.180  1.715  -1.375  -0.648
O  3.095  -2.524  -0.139  -0.656
O  -5.044  -1.779  0.049  -0.209
N  -3.199  0.319  0.544  0.153
N  -1.015  -0.937  -0.893  0.157
N  2.657  -0.401  -0.779  0.328
C  3.535  1.773  1.391  -1.686
C  -5.512  -0.489  0.168  0.811
C  3.482  -1.381  -0.247  0.626
C  -7.291  1.147  0.140  -0.757
C  7.444  -0.247  0.726  -0.673
C  -2.234  1.125  -0.171  -0.903
C  -1.995  -1.713  -0.157  -0.974
C  2.926  0.949  -0.808  0.031
C  4.649  2.726  -0.653  -2.047
C  4.846  -0.951  0.106  0.335
C  0.279  -0.794  -0.257  -0.212
C  -1.599  0.321  -1.323  -0.999
C  5.186  0.399  0.180  0.088
C  -2.619  -0.922  1.003  -0.861
C  7.099  -1.588  0.652  -0.560
C  -5.963  -2.817  -0.171  -1.090
C  -4.557  0.534  0.380  0.420
C  4.121  1.444  0.000  2.439
C  -5.031  1.846  0.461  -0.348
C  -6.371  2.156  0.333  -0.751
C  1.379  -0.834  -1.329  -1.697
C  6.495  0.735  0.500  -0.657
C  -6.855  -0.167  0.064  -0.607
C  5.800  -1.938  0.346  -0.714
H  -6.692  3.185  0.401  0.369
H  -3.371  -1.518  1.513  0.534
H  3.112  0.881  1.850  0.399
H  -6.678  -2.910  0.654  0.392
H  7.839  -2.351  0.835  0.418
H  -1.523  -2.625  0.213  0.325
H  2.756  2.526  1.294  0.378
H  8.458  0.037  0.966  0.410
H  6.784  1.772  0.574  0.329
H  0.379  0.148  0.304  0.113
H  -2.377  0.085  -2.056  0.473
H  1.123  -0.161  -2.147  0.522
H  3.806  3.329  -0.980  0.475
H  -2.713  2.011  -0.585  0.567
H  0.440  -1.621  0.438  0.502
H  -2.787  -1.990  -0.857  0.534
H  -8.344  1.366  0.046  0.380
H  -1.453  1.449  0.530  0.251
H  -0.832  0.926  -1.809  0.413
H  -7.586  -0.944  -0.099  0.380
H  -5.365  -3.726  -0.231  0.257
H  5.493  -2.971  0.281  0.498
H  4.319  2.157  2.040  0.449
H  -6.509  -2.683  -1.112  0.390
H  1.492  -1.850  -1.706  0.232
H  -4.324  2.640  0.649  0.481
H  5.258  2.487  -1.522  0.445
H  5.240  3.309  0.048  0.407
H  -1.831  -0.666  1.726  0.343

Cartesian forces, eV/Å:
O -0.13 0.09 0.02
O 0.05 0.00 0.01
O 0.14 0.56 0.04
N 0.24 -0.14 -0.09
N 0.10 -0.16 -0.03
N -0.31 -0.26 -0.19
C -0.05 0.01 -0.06
C 0.13 -0.08 -0.01
C -0.04 -0.02 0.01
C -0.03 0.04 0.01
C -0.01 0.04 0.02
C 0.24 -0.02 -0.32
C -0.18 0.01 0.24
C 0.39 0.13 0.05
C -0.17 -0.12 -0.03
C 0.53 0.05 0.16
C 0.23 0.05 -0.24
C -0.08 0.25 0.09
C -0.09 -0.34 -0.06
C 0.09 -0.38 -0.01
C 0.01 -0.03 0.01
C -0.17 -0.18 -0.05
C -0.36 0.05 0.13
C -0.03 0.38 0.00
C -0.04 -0.12 -0.04
C -0.11 0.04 -0.07
C -0.45 -0.09 -0.03
C 0.02 0.01 -0.01
C -0.08 -0.13 -0.01
C -0.16 0.04 -0.01
H -0.02 0.09 0.01
H 0.11 0.04 0.06
H -0.04 -0.05 0.08
H 0.02 0.02 -0.05
H 0.06 -0.07 0.00
H 0.00 -0.04 0.00
H -0.08 0.07 0.00
H 0.08 0.03 0.02
H 0.02 0.12 -0.01
H 0.02 -0.06 0.06
H -0.01 0.11 -0.03
H 0.04 -0.12 0.10
H 0.02 0.04 0.03
H 0.05 0.01 0.06
H -0.01 0.06 0.02
H -0.01 -0.05 0.10
H -0.09 0.01 0.00
H -0.03 0.08 -0.07
H 0.01 0.03 -0.08
H -0.02 -0.10 -0.01
H -0.09 0.02 -0.01
H -0.02 -0.08 -0.01
H 0.08 0.01 0.04
H 0.01 0.00 0.05
H -0.03 0.14 0.03
H 0.09 0.03 0.05
H 0.07 0.04 -0.08
H 0.11 0.02 0.07
H -0.02 -0.07 0.01

## Properties
**Gap between HOMO and LUMO**: 7.30 eV
**Energy relative to the best compared isomer or geometry (same formula, charge and spin)**: 247.5 kJ/mol

***

Here are the calculated HOMO numbers, same order: -8.0; -7.9; -7.0 (eV).
Here are the calculated maximum force numbers, same order: 0.6; 2.6; 0.6 (eV Å⁻¹).
Here are the calculated DFT total energy numbers, same order: -44956.9395; -35968.5697; -35972.1037 (eV).